No. 1
74
Properties=species:S:1:pos:R:3 method="wB97M-V/def2-TZVPD" orbital_gap_ev=6.10 charge=-2 e_above_lowest_ev=1.110 largest_force_ev_per_a=2.23
Sc -0.24742 -0.16354 0.45595
O -1.84293 -4.42116 0.82299
C -1.68892 -3.18768 0.75501
N -0.63035 -2.43318 0.94648
C 0.58057 -2.92197 1.43540
C 1.17212 -4.14498 1.14600
C 2.42022 -4.46289 1.67239
C 3.07333 -3.57026 2.50741
C 2.48677 -2.35064 2.82698
C 1.25076 -2.00966 2.29007
N 0.58096 -0.80163 2.47940
C 0.62794 -0.12375 3.61510
O 1.21539 -0.38239 4.67659
C -0.23430 1.11958 3.55361
C -0.00940 2.14628 4.46368
C -0.81670 3.26470 4.42792
C -1.83208 3.31755 3.48300
C -1.96961 2.25501 2.60702
N -1.20084 1.16971 2.63416
C -2.91421 -2.33276 0.49380
C -4.09658 -2.93978 0.07867
C -5.22405 -2.16610 -0.11509
C -5.14208 -0.80284 0.14289
C -3.92655 -0.28452 0.56160
N -2.83118 -1.01950 0.72791
H 0.64814 -4.84128 0.50549
H 2.88204 -5.41360 1.42680
H 4.04733 -3.82045 2.91514
H 2.98162 -1.65138 3.48545
H 0.80851 2.03852 5.16106
H -0.65610 4.08868 5.11305
H -2.49179 4.17294 3.41211
H -2.72326 2.28817 1.82874
H -4.08350 -4.00944 -0.07811
H -6.14866 -2.60728 -0.46873
H -5.99959 -0.15410 0.01856
H -3.82416 0.77641 0.75788
O 1.33442 -0.91779 -0.43887
C 1.93139 -1.15629 -1.54801
C 3.32381 -0.91930 -1.67309
C 4.01365 -1.27425 -2.80515
C 3.35306 -1.88110 -3.87855
C 1.98809 -2.06683 -3.80377
C 1.25159 -1.69594 -2.67506
C -0.20196 -1.73115 -2.67456
N -1.02705 -1.21179 -1.77716
C -2.28946 -1.31052 -2.30262
C -2.25181 -1.92305 -3.51370
N -0.92247 -2.19866 -3.73406
H 3.80142 -0.43349 -0.83054
H 5.07741 -1.07328 -2.87341
H 3.90299 -2.18387 -4.76190
H 1.48514 -2.50291 -4.66241
H -3.14841 -0.89351 -1.80660
H -3.02315 -2.19065 -4.21426
H -0.54803 -2.63611 -4.55235
O 0.24062 1.16837 -2.04656
S -0.72640 2.08879 -1.48520
O -1.76674 2.53402 -2.39980
O -1.34501 1.58516 -0.23733
C 0.31374 3.56683 -1.26499
C 0.09127 4.55639 -2.22317
C 0.98202 5.60064 -2.39126
C 2.12525 5.67098 -1.60546
C 2.34850 4.70043 -0.64702
C 1.45476 3.64980 -0.47184
S 1.91871 2.53442 0.86186
O 3.28081 2.14778 0.56762
O 1.75802 3.34349 2.05716
O 0.95525 1.43560 0.80796
H -0.78982 4.46026 -2.84064
H 0.79902 6.34679 -3.15562
H 2.83886 6.47362 -1.74808
H 3.22907 4.71631 -0.01796

---

No. 2
47
Properties=species:S:1:pos:R:3 method="wB97M-V/def2-TZVPD" orbital_gap_ev=7.21 charge=+2 e_above_lowest_ev=0.793 largest_force_ev_per_a=0.72
W 0.18910 0.51086 -0.45045
O 5.09566 3.06033 2.27369
C 4.05338 2.57429 1.64874
C 3.74245 2.84417 0.30093
C 2.62526 2.26263 -0.22536
N 1.83231 1.45534 0.48691
C 2.10893 1.21166 1.77866
C 3.19726 1.73869 2.40173
C 1.06798 0.33086 2.37372
O 1.01195 -0.11682 3.46112
O 0.11229 0.09783 1.40375
C 2.09351 2.44709 -1.60662
O 2.55833 3.07879 -2.48304
O 0.90926 1.75562 -1.69045
H 5.65440 3.63286 1.72630
H 4.34804 3.49496 -0.31819
H 3.40127 1.53234 3.44439
F -3.75958 -0.60898 -2.68139
C -3.24667 0.18883 -3.60079
F -2.56197 -0.49568 -4.48646
F -4.16725 0.92784 -4.16027
S -2.04184 1.33117 -2.74671
O -1.06369 0.33648 -2.14089
O -1.50796 2.28074 -3.63982
N -2.90152 1.94398 -1.54277
S -2.30879 1.70381 -0.14772
O -0.98659 2.36074 0.06656
O -2.00239 0.27737 0.16365
C -3.57259 2.40612 1.05479
F -4.70893 1.80534 0.83549
F -3.63539 3.69061 0.82366
F -3.10186 2.14400 2.25115
C 0.63523 -4.81137 -0.59650
Si -0.15371 -3.43757 0.35260
C 0.36580 -3.29050 2.11849
C -1.95653 -3.17674 0.04156
C 0.65972 -1.87360 -0.49776
C 1.28125 -0.96445 -1.08658
H 0.22742 -5.76016 -0.23679
H 1.71538 -4.84020 -0.44932
H 0.42313 -4.74730 -1.66449
H -0.00702 -4.17106 2.64971
H -0.05445 -2.41075 2.60971
H 1.45096 -3.28315 2.23041
H -2.49895 -4.05803 0.39380
H -2.17593 -3.06542 -1.02201
H -2.34666 -2.31359 0.58285

---

No. 3
15
Properties=species:S:1:pos:R:3 method="wB97M-V/def2-TZVPD" orbital_gap_ev=7.78 charge=0 e_above_lowest_ev=3.630 largest_force_ev_per_a=3.91
C -1.67822 2.21909 0.45834
C -2.07650 1.13960 1.08989
C 0.44820 -0.84148 -0.40408
C 0.68579 -0.42839 -1.82832
C 1.37960 -2.26184 1.32150
N 1.15568 -1.42478 0.40251
I -2.96243 -0.45032 -0.03879
H -1.59455 2.14671 -0.56208
H -1.19096 3.15090 0.97803
H 1.10209 0.48871 -1.76706
H -0.27101 -0.29380 -2.24650
H 1.25573 -1.13035 -2.28008
H 1.22310 -3.27707 1.18864
H 1.53959 -2.05360 2.34839
H -2.05004 0.95101 2.11396

---

No. 4
97
Properties=species:S:1:pos:R:3 method="wB97M-V/def2-TZVPD" orbital_gap_ev="6.92 / 6.98" s2=0.76 multiplicity=2 charge=0 e_above_lowest_ev=3.295 largest_force_ev_per_a=0.84
Ir 0.49049 -0.13503 0.60615
C 0.90485 0.50250 5.30988
Si 1.33930 0.24392 3.50197
C 1.74479 -1.57180 3.30151
C 2.83382 1.29550 3.08281
N 0.02533 0.60471 2.40300
C -0.86838 1.64917 2.44779
C -0.89613 2.64779 3.43788
C -1.81844 3.68338 3.41055
C -2.74946 3.79222 2.38723
C -2.75421 2.82523 1.38897
C -1.84327 1.80074 1.45310
F -1.86252 0.86568 0.45502
H 1.64510 -0.04366 5.90093
H -0.07835 0.09832 5.55779
H 0.94185 1.54231 5.63353
H 2.54086 -1.84562 3.99971
H 2.09395 -1.84648 2.30302
H 0.87140 -2.18491 3.53584
H 3.69979 1.01676 3.68831
H 2.62538 2.35464 3.25380
H 3.09735 1.17611 2.02971
H -0.16821 2.61011 4.23465
H -1.79661 4.42312 4.20121
H -3.45771 4.60841 2.36196
H -3.45275 2.84741 0.56301
O 3.48972 -1.95456 -4.78993
S 3.03863 -1.84542 -3.44361
O 4.42695 -1.55516 -2.64229
O 2.10796 -0.83785 -3.07461
C 2.57482 -3.47428 -2.90694
C 3.33325 -4.46006 -3.53864
C 3.13614 -5.80033 -3.25908
C 2.15419 -6.16048 -2.35324
C 1.38826 -5.18343 -1.73858
C 1.58643 -3.83033 -1.99346
S 0.48898 -2.73827 -1.04672
O 1.46904 -1.83517 -0.32439
O -0.33919 -2.01983 -1.97927
O -0.21283 -3.58563 -0.11592
H 4.08575 -4.15994 -4.25331
H 3.74883 -6.54716 -3.74449
H 1.97728 -7.20117 -2.11679
H 0.62171 -5.45813 -1.02771
O 1.08314 1.75917 0.13944
P 0.90691 2.62698 -1.10289
C 0.88043 4.34105 -0.59028
C 0.31758 4.67550 0.63876
C 0.23356 6.00738 1.01392
C 0.70693 6.99971 0.16688
C 1.26993 6.66628 -1.05818
C 1.35857 5.33709 -1.43919
C 2.28263 2.40716 -2.22919
C 3.54655 2.20073 -1.67632
C 4.63690 2.00247 -2.50633
C 4.46923 2.01626 -3.88606
C 3.21631 2.23436 -4.43699
C 2.11942 2.42754 -3.60996
C -0.60168 2.25875 -1.98043
C -0.73944 0.98001 -2.52365
C -1.94751 0.60033 -3.08168
C -3.00665 1.49807 -3.11600
C -2.86617 2.77562 -2.58967
C -1.66531 3.15804 -2.01153
H -0.05259 3.90094 1.29870
H -0.20656 6.26390 1.96848
H 0.64068 8.03867 0.46284
H 1.64502 7.44053 -1.71400
H 1.80590 5.07389 -2.39026
H 3.66641 2.17737 -0.59955
H 5.61621 1.82862 -2.07960
H 5.32003 1.84690 -4.53298
H 3.08606 2.22996 -5.51068
H 1.13533 2.56617 -4.03919
H 0.07826 0.26945 -2.50562
H -2.05550 -0.40300 -3.47027
H -3.95105 1.19867 -3.55229
H -3.69498 3.47110 -2.62011
H -1.56005 4.14538 -1.57889
S 5.67615 -6.60850 0.39212
C 5.16658 -5.05381 0.26794
S 5.75554 -3.91217 -0.92037
C 4.56839 -2.76393 -0.37311
N 3.88221 -3.14046 0.64332
N 4.23612 -4.40014 1.02137
C 3.45149 -4.99801 2.06223
C 4.07741 -5.53856 3.17195
C 3.29921 -6.09223 4.17615
C 1.91509 -6.09224 4.06535
C 1.30353 -5.53982 2.94889
C 2.07294 -4.99066 1.93527
S 4.37928 -1.15402 -1.00251
H 5.15630 -5.53305 3.23808
H 3.77540 -6.52102 5.04763
H 1.31132 -6.52275 4.85346
H 0.22517 -5.53329 2.86279
H 1.61130 -4.54406 1.06397

---

No. 5
23
Properties=species:S:1:pos:R:3 method="wB97M-V/def2-TZVPD" orbital_gap_ev=8.55 charge=0 e_above_lowest_ev=0.000 largest_force_ev_per_a=4.80
Cd -31.16389 -2.03221 0.74901
C -29.73878 0.82797 1.40708
O -29.93872 1.85678 2.07710
O -28.50677 0.73507 0.89138
O -30.55709 -0.02679 1.10541
H -27.96546 1.46856 1.13559
C -31.89146 -4.44731 0.21803
O -31.63857 -3.71995 -0.72200
O -32.69101 -5.57702 0.06492
O -31.59240 -4.19083 1.37783
H -33.02859 -5.56762 -0.80697
O -29.36345 -2.35975 1.94768
H -28.45876 -2.01945 1.74617
H -29.11962 -3.26147 2.16659
O -33.04361 -1.29440 -0.27834
H -32.94133 -0.33554 -0.29051
H -33.68108 -1.32363 -0.99975
O -29.67394 -1.78464 -1.04586
H -29.34925 -2.70836 -1.17392
H -28.98362 -1.21760 -1.39353
O -32.52396 -1.60810 2.72142
H -32.37525 -0.86020 3.26267
H -32.41191 -2.33824 3.29938